(1)
{"formula": "C45H110N5O25P5", "method": "ωB97M-V/def2-TZVPD", "spin_multiplicity": 1, "gap_ev": 9.3, "charge": 0, "homo_energy_ev": -9.2, "symbols": ["C", "O", "N", "C", "C", "H", "H", "H", "H", "H", "H", "H", "C", "O", "N", "C", "C", "H", "H", "H", "H", "H", "H", "H", "C", "O", "N", "C", "C", "H", "H", "H", "H", "H", "H", "H", "C", "O", "N", "C", "C", "H", "H", "H", "H", "H", "H", "H", "C", "O", "N", "C", "C", "H", "H", "H", "H", "H", "H", "H", "C", "C", "O", "P", "O", "O", "C", "C", "O", "C", "C", "H", "H", "H", "H", "H", "H", "H", "H", "H", "H", "H", "H", "H", "H", "H", "C", "C", "O", "P", "O", "O", "C", "C", "O", "C", "C", "H", "H", "H", "H", "H", "H", "H", "H", "H", "H", "H", "H", "H", "H", "H", "C", "C", "O", "P", "O", "O", "C", "C", "O", "C", "C", "H", "H", "H", "H", "H", "H", "H", "H", "H", "H", "H", "H", "H", "H", "H", "C", "C", "O", "P", "O", "O", "C", "C", "O", "C", "C", "H", "H", "H", "H", "H", "H", "H", "H", "H", "H", "H", "H", "H", "H", "H", "C", "C", "O", "P", "O", "O", "C", "C", "O", "C", "C", "H", "H", "H", "H", "H", "H", "H", "H", "H", "H", "H", "H", "H", "H", "H"], "xyz": [[-6.0597, 4.7608, 3.2142], [-5.8087, 5.6859, 2.4525], [-6.1604, 4.9050, 4.5228], [-6.2066, 3.7802, 5.4224], [-6.1220, 6.2159, 5.1158], [-6.1826, 3.7074, 2.9183], [-5.3049, 3.8730, 6.0277], [-6.0281, 2.8649, 4.8580], [-7.0306, 3.6620, 6.1260], [-6.0102, 7.1097, 4.5020], [-7.0681, 6.2582, 5.6555], [-5.3071, 6.2686, 5.8377], [2.3003, -5.1803, 6.7762], [1.2961, -5.8592, 7.0402], [2.3013, -4.3275, 5.6732], [3.2285, -3.2268, 5.4323], [1.2584, -4.3135, 4.6468], [3.2460, -5.1156, 7.3362], [3.4636, -3.1413, 4.3714], [4.2467, -3.3012, 5.8142], [2.9857, -2.2329, 5.8082], [1.6464, -4.6096, 3.6722], [0.3932, -4.8796, 4.9918], [0.8572, -3.3075, 4.5242], [-4.0463, 1.4777, -2.5444], [-5.0328, 1.4303, -1.8385], [-3.5054, 0.3739, -3.1019], [-2.3739, 0.4640, -4.0542], [-3.8890, -0.9874, -2.7436], [-3.6501, 2.3694, -3.0544], [-1.5120, -0.1419, -3.7745], [-2.1043, 1.5018, -4.2499], [-2.6450, 0.0545, -5.0273], [-3.3679, -1.3926, -1.8762], [-4.9625, -1.0814, -2.5795], [-3.7440, -1.6353, -3.6081], [-0.7551, -2.8001, -7.6520], [-0.7896, -3.6144, -6.6990], [-1.7870, -2.6554, -8.4740], [-1.7398, -1.9628, -9.7557], [-3.1355, -3.3305, -8.3048], [0.1247, -2.1864, -7.9002], [-1.7622, -2.6809, -10.5754], [-0.8808, -1.2996, -9.8574], [-2.5808, -1.2773, -9.8603], [-2.9793, -4.2104, -8.9289], [-3.3884, -3.5356, -7.2646], [-3.8779, -2.6447, -8.7131], [3.8935, 1.4501, -5.6135], [3.4594, 0.3043, -5.7450], [4.5165, 2.1624, -6.6174], [5.0696, 3.4933, -6.2537], [4.6634, 1.7010, -7.9464], [3.7757, 2.0291, -4.6845], [4.7979, 3.7494, -5.2296], [4.6613, 4.2671, -6.9037], [6.1509, 3.6149, -6.3175], [4.2036, 0.7177, -8.0451], [4.1798, 2.4263, -8.6008], [5.7229, 1.6723, -8.2010], [2.8020, -11.2443, 5.8404], [1.7680, -11.7290, 4.8897], [2.1509, -12.7705, 4.0254], [1.3044, -12.9851, 2.6766], [1.7833, -14.0012, 1.6953], [-0.2526, -13.1482, 3.0972], [-1.3223, -12.8638, 2.2107], [-1.4656, -14.0436, 1.3020], [1.3089, -11.4688, 2.0106], [2.2423, -11.0786, 1.0487], [2.4125, -9.4985, 1.1248], [3.5814, -10.7061, 5.3010], [2.4414, -10.5815, 6.6270], [3.3886, -12.0346, 6.3087], [0.9092, -12.0249, 5.4922], [1.3256, -10.8692, 4.3865], [-2.2310, -12.6816, 2.7845], [-1.1232, -11.8943, 1.7540], [-1.4507, -14.9192, 1.9509], [-2.4054, -14.0610, 0.7501], [-0.6009, -14.1557, 0.6479], [3.1849, -11.6109, 1.1756], [1.7968, -11.4633, 0.1313], [2.7540, -9.1221, 0.1605], [1.5733, -8.8302, 1.3176], [3.2089, -9.2612, 1.8301], [1.9185, -2.4618, -1.1207], [1.1940, -1.2209, -0.6230], [1.5773, -0.8594, 0.6815], [0.9764, 0.5144, 1.2958], [1.4908, 0.8954, 2.6542], [1.4298, 1.6634, 0.2258], [0.5287, 2.7178, -0.2163], [0.6080, 3.9823, 0.6210], [-0.6394, 0.4478, 1.1012], [-1.5297, 0.3339, 2.2200], [-2.6423, -0.6023, 1.8568], [2.8316, -2.1407, -1.6219], [2.2342, -3.0784, -0.2792], [1.3610, -3.1356, -1.7713], [1.4550, -0.4316, -1.3280], [0.1328, -1.4698, -0.6274], [0.7767, 2.9115, -1.2599], [-0.5080, 2.4032, -0.3362], [1.0683, 4.7292, -0.0258], [-0.3644, 4.4107, 0.8640], [1.2185, 3.8248, 1.5101], [-1.0455, -0.1858, 3.0467], [-1.9173, 1.3003, 2.5423], [-2.3518, -1.6310, 1.6430], [-3.2425, -0.6231, 2.7665], [-3.1582, -0.2353, 0.9696], [-0.2986, 11.0774, -2.7365], [0.1304, 9.7116, -3.0166], [0.0342, 9.5569, -4.4306], [0.6468, 8.3275, -5.3160], [0.1243, 6.9531, -4.9595], [0.2794, 8.9312, -6.7904], [-0.7266, 8.3881, -7.5506], [-1.1723, 9.3380, -8.6714], [2.2236, 8.5287, -5.2399], [2.8601, 9.7531, -5.7342], [4.0018, 9.2738, -6.6233], [-0.2249, 11.2038, -1.6564], [0.3319, 11.8267, -3.2151], [-1.3265, 11.1945, -3.0797], [1.1169, 9.4860, -2.6117], [-0.5250, 9.0231, -2.4831], [-0.4432, 7.4138, -7.9489], [-1.5498, 8.1876, -6.8649], [-2.0007, 8.9648, -9.2735], [-1.5793, 10.2833, -8.3125], [-0.3648, 9.4048, -9.4004], [2.1991, 10.2627, -6.4352], [3.0851, 10.4353, -4.9144], [4.4312, 10.1110, -7.1734], [4.7458, 8.7473, -6.0255], [3.5687, 8.5433, -7.3066], [11.3809, 4.1882, -3.4777], [9.9696, 3.6725, -3.7876], [8.9866, 4.4604, -3.1080], [8.7230, 4.3017, -1.4960], [9.9600, 4.4104, -0.6055], [7.5124, 5.3071, -1.1198], [7.6471, 6.6223, -0.5939], [6.6177, 6.8602, 0.5630], [7.9736, 2.8490, -1.4185], [8.2144, 2.0322, -0.3061], [6.9484, 1.2460, -0.0712], [11.3586, 5.2631, -3.6573], [11.7355, 4.0029, -2.4638], [12.0946, 3.6976, -4.1396], [9.7770, 3.8069, -4.8520], [9.8814, 2.6318, -3.4759], [8.6810, 6.7372, -0.2683], [7.4791, 7.3499, -1.3879], [5.6014, 7.0793, 0.2355], [6.6054, 6.0139, 1.2498], [6.9768, 7.6969, 1.1622], [9.1412, 1.4598, -0.3457], [8.3953, 2.7045, 0.5325], [6.8450, 0.6266, -0.9621], [7.0905, 0.7027, 0.8630], [6.1343, 1.9708, -0.0723], [-5.1104, -3.9477, 8.5421], [-6.0080, -2.9355, 7.7924], [-7.3671, -3.2698, 7.9533], [-8.5443, -2.2281, 7.5080], [-8.4300, -0.8684, 8.1279], [-8.4192, -2.1819, 5.8870], [-9.4732, -1.7242, 5.1469], [-8.8010, -0.9459, 4.0350], [-9.9082, -2.9654, 7.8734], [-10.2244, -3.3002, 9.2713], [-10.7299, -2.0913, 10.1106], [-4.0346, -3.8833, 8.3790], [-5.2560, -4.0400, 9.6184], [-5.3424, -4.9296, 8.1296], [-5.7953, -1.9785, 8.2687], [-5.8095, -2.8804, 6.7221], [-10.1070, -2.5566, 4.8412], [-10.0536, -1.0073, 5.7277], [-9.5642, -0.4439, 3.4404], [-8.3391, -0.0813, 4.5116], [-8.0941, -1.4746, 3.3955], [-10.9566, -4.1068, 9.3095], [-9.3720, -3.7390, 9.7898], [-11.3356, -2.4494, 10.9430], [-9.8796, -1.4908, 10.4336], [-11.4747, -1.5327, 9.5437]], "mulliken_charge": [0.221, -0.637, 0.114, -0.876, -0.912, 0.277, 0.343, 0.239, 0.305, 0.290, 0.330, 0.305, 0.162, -0.606, 0.100, -0.961, -0.996, 0.317, 0.322, 0.323, 0.354, 0.295, 0.326, 0.364, 0.185, -0.605, 0.122, -0.958, -0.924, 0.291, 0.302, 0.293, 0.375, 0.247, 0.342, 0.335, 0.209, -0.652, 0.085, -0.900, -0.896, 0.300, 0.319, 0.319, 0.299, 0.351, 0.255, 0.313, 0.320, -0.662, 0.162, -0.899, -0.929, 0.215, 0.233, 0.340, 0.315, 0.294, 0.310, 0.301, -1.346, 0.053, -0.336, 0.840, -0.744, -0.315, -0.145, -1.034, -0.191, -0.262, -1.176, 0.310, 0.371, 0.322, 0.257, 0.307, 0.299, 0.224, 0.265, 0.385, 0.291, 0.356, 0.275, 0.388, 0.304, 0.301, -1.300, 0.196, -0.228, 0.611, -0.763, -0.269, -0.070, -1.123, -0.027, -0.220, -1.153, 0.297, 0.308, 0.360, 0.256, 0.139, 0.400, 0.127, 0.313, 0.309, 0.333, 0.272, 0.278, 0.304, 0.388, 0.249, -1.195, -0.200, -0.165, 0.619, -0.695, -0.228, -0.196, -1.244, -0.205, -0.052, -1.141, 0.391, 0.301, 0.278, 0.325, 0.292, 0.294, 0.318, 0.406, 0.310, 0.292, 0.235, 0.311, 0.372, 0.302, 0.275, -1.091, -0.182, -0.270, 0.794, -0.734, -0.187, -0.332, -1.105, -0.179, -0.280, -1.137, 0.263, 0.299, 0.405, 0.275, 0.246, 0.365, 0.315, 0.279, 0.319, 0.350, 0.309, 0.340, 0.279, 0.385, 0.276, -1.255, -0.111, -0.305, 0.939, -0.708, -0.216, -0.185, -1.255, -0.324, -0.282, -1.039, 0.382, 0.310, 0.315, 0.286, 0.276, 0.303, 0.341, 0.395, 0.262, 0.314, 0.355, 0.251, 0.410, 0.273, 0.274]}

=====

(2)
{"formula": "C31H42N3PZn", "method": "ωB97M-V/def2-TZVPD", "spin_multiplicity": 1, "gap_ev": [2.4, 1.7], "charge": -2, "homo_energy_ev": [1.8, 2.5], "symbols": ["Zn", "N", "N", "C", "C", "C", "C", "H", "H", "H", "C", "C", "H", "H", "H", "C", "C", "H", "H", "H", "C", "H", "H", "H", "C", "H", "H", "H", "C", "H", "C", "H", "C", "H", "C", "H", "C", "C", "H", "C", "C", "H", "C", "H", "N", "C", "C", "C", "H", "C", "C", "H", "H", "H", "C", "H", "C", "C", "H", "H", "H", "C", "H", "H", "H", "C", "P", "C", "C", "H", "H", "H", "H", "H", "H", "H", "H", "H"], "xyz": [[-0.6262, -0.0991, -0.7184], [-3.9044, 1.5811, 0.0185], [-0.2262, 2.3992, -0.5225], [0.2552, -2.2909, -1.0427], [-0.6168, -1.6868, -2.0265], [-1.9601, -1.7293, -1.4699], [-3.1987, -1.2632, -2.1522], [-2.9848, -0.9488, -3.1812], [-3.6441, -0.4023, -1.6228], [-3.9517, -2.0638, -2.1900], [-1.9093, -2.4946, -0.2691], [-3.0888, -3.0087, 0.4649], [-3.2779, -4.0663, 0.2203], [-3.9952, -2.4485, 0.2022], [-2.9507, -2.9490, 1.5531], [-0.5527, -2.7990, 0.0123], [-0.0703, -3.6246, 1.1451], [-0.6283, -3.4094, 2.0676], [0.9946, -3.4468, 1.3424], [-0.1901, -4.6982, 0.9334], [-0.2622, -1.3801, -3.4377], [-0.3352, -2.2753, -4.0772], [0.7680, -1.0057, -3.5121], [-0.9340, -0.6188, -3.8542], [1.7083, -2.5224, -1.2378], [2.2510, -2.4832, -0.2822], [2.1450, -1.7521, -1.8880], [1.9066, -3.5043, -1.6997], [-4.9057, 2.0427, 0.7486], [-5.9232, 1.7998, 0.4325], [-4.6903, 2.8878, 1.8686], [-5.5661, 3.3408, 2.3333], [-3.4237, 3.1054, 2.3197], [-3.2094, 3.7948, 3.1403], [-2.2871, 2.3504, 1.7235], [-1.3406, 2.9052, 1.7005], [-2.6438, 1.8575, 0.3307], [-1.7435, 1.6860, -0.7334], [-2.0722, 1.8698, -1.7594], [0.6672, 1.3978, -0.3186], [0.3289, 3.4512, -1.1986], [-0.2442, 4.3128, -1.4604], [1.6428, 3.1602, -1.3551], [2.4298, 3.7263, -1.7914], [1.8393, 1.8718, -0.8262], [3.0249, 1.0989, -0.9293], [3.6405, 0.9244, -2.1812], [4.8122, 0.1602, -2.2450], [5.3171, 0.0514, -3.2080], [5.3364, -0.4678, -1.1138], [6.6262, -1.2333, -1.1764], [6.5986, -2.0917, -0.4950], [7.4789, -0.6065, -0.8777], [6.8174, -1.5925, -2.1932], [4.6511, -0.3553, 0.0982], [5.0329, -0.8670, 0.9842], [3.4982, 0.4268, 0.2100], [2.8139, 0.5201, 1.5309], [2.3480, 1.4949, 1.7061], [3.5551, 0.3504, 2.3250], [2.0498, -0.2626, 1.6509], [3.0440, 1.4725, -3.4356], [3.0558, 2.5685, -3.4660], [2.0108, 1.1320, -3.6037], [3.6416, 1.1136, -4.2818], [-3.3447, -0.2943, 2.6987], [-2.0337, 0.9148, 2.8752], [-2.0008, 1.5034, 4.5661], [-0.4384, 0.1848, 2.5150], [-4.2825, 0.0954, 3.1176], [-3.5128, -0.5686, 1.6494], [-3.0634, -1.1989, 3.2594], [-2.4364, 2.5046, 4.6567], [-2.5688, 0.8081, 5.1979], [-0.9597, 1.5260, 4.9100], [0.2514, 0.4180, 3.3387], [-0.5225, -0.9060, 2.4078], [-0.0201, 0.6064, 1.5788]], "mulliken_charge": [-0.963, -0.399, 0.325, -0.064, 0.408, 0.333, -1.599, 0.294, 0.289, 0.407, 1.288, -1.477, 0.348, 0.486, 0.128, 0.681, -2.004, 0.362, 0.298, 0.384, -1.151, 0.282, 0.107, 0.412, -1.273, 0.352, 0.101, 0.228, -0.787, 0.345, -0.483, 0.291, -1.295, 0.379, 0.264, 0.582, -0.268, -0.456, 0.745, -0.236, -1.389, 0.553, -0.435, 0.736, 0.624, -0.283, 1.386, -1.025, 0.140, 1.039, -1.590, 0.355, 0.270, 0.359, -1.096, 0.222, 1.476, -1.445, 0.161, 0.620, -0.057, -1.756, 0.397, 0.194, 0.386, -1.975, 5.509, -4.249, 0.099, 0.378, 0.020, 0.444, 0.471, 0.467, 0.569, 0.659, -0.063, -1.836]}

=====

(3)
{"formula": "C5H12NS", "method": "ωB97M-V/def2-TZVPD", "spin_multiplicity": 1, "gap_ev": 6.7, "charge": -1, "homo_energy_ev": -2.7, "symbols": ["C", "C", "S", "H", "H", "H", "H", "H", "C", "C", "C", "N", "H", "H", "H", "H", "H", "H", "H"], "xyz": [[-0.1340, 0.1088, -2.9850], [-0.3462, 1.3231, -2.0736], [1.0037, 1.6379, -0.9104], [0.0085, -0.7660, -2.3421], [0.7334, 0.2300, -3.6364], [-0.9900, -0.0773, -3.6498], [-1.2922, 1.1625, -1.5466], [-0.4519, 2.2250, -2.6736], [-0.4503, 0.6438, 1.8953], [0.2221, -0.7077, 1.8505], [-0.2708, -1.8062, 2.4617], [1.4581, -0.7275, 1.2169], [-0.3623, 1.0528, 0.8601], [0.0725, 1.2844, 2.5984], [-1.5079, 0.5252, 2.1392], [0.3452, -2.6728, 2.6713], [-1.3179, -1.8120, 2.7366], [1.6511, 0.0267, 0.5353], [1.6292, -1.6506, 0.8521]], "mulliken_charge": [-1.054, -0.369, -0.662, 0.256, 0.269, 0.315, 0.264, 0.256, -0.777, 0.685, -0.995, -0.546, -0.030, 0.202, 0.286, 0.287, 0.236, 0.137, 0.237]}

=====

Looking at energy above the lowest of the compared OMol25 structures with the same formula, charge and spin for the records above, in order, we have 0.0 0.0 9.3 kcal per mole.